1.
This record from OMol25 describes a 2-piece molecular cluster, C4H8NO3 overall at a distorted geometry. The level of theory is ωB97M-V/def2-TZVPD.

XYZ file:
```
16
Properties=species:S:1:pos:R:3:forces:R:3:lowdin_charge:R:1
C -0.30722 0.88345 1.52755 1.6 0.2 -0.7 -0.05
C -1.31267 0.31462 2.38146 -1.0 -1.8 1.8 -0.57
O -1.82172 1.06386 3.18500 -1.4 -0.7 0.9 0.01
N -1.59301 -1.12452 2.28851 0.5 2.8 0.0 0.12
H 0.19339 0.15764 0.94362 0.1 -0.4 -0.9 0.00
H 0.53474 1.32462 2.10860 -1.0 0.2 -0.1 0.11
H -2.18894 -1.60721 2.97867 0.9 0.6 -0.8 0.09
H -0.89531 -1.56777 1.69688 -0.6 -0.4 0.4 0.08
H -0.79276 1.59154 0.84602 0.5 0.0 0.2 0.11
C 1.50020 -0.48729 -3.08297 -0.3 2.2 -0.5 -0.05
C 0.82780 0.22214 -1.81462 0.7 0.1 -1.7 -0.83
O 0.71257 -0.25214 -0.69781 1.3 -3.4 1.4 -0.09
O 0.33752 1.29368 -2.08838 -1.2 3.3 -1.7 -0.06
H 2.52607 -0.82350 -2.98648 0.0 -0.5 0.4 0.03
H 1.50114 0.25290 -3.98271 -0.1 -1.1 1.7 0.08
H 0.77819 -1.24203 -3.30334 0.0 -1.1 -0.4 0.03
```
Forces are in eV/Å.

Total charge: -1
HOMO level, eV: -3.9
Energy above the lowest of the compared OMol25 structures with the same formula, charge and spin, eV: 1.872

---

2.
This record from OMol25 describes a 2-piece molecular cluster, C4H8NO3 overall at a distorted geometry. The level of theory is ωB97M-V/def2-TZVPD.

XYZ file:
```
16
Properties=species:S:1:pos:R:3:forces:R:3:lowdin_charge:R:1
C -1.96070 0.09544 0.75990 0.7 -0.1 -0.7 -0.04
C -1.59954 -0.15901 2.18212 -0.1 -0.5 0.4 -0.59
O -2.36098 -0.01005 3.12476 0.1 0.1 -0.1 0.00
N -0.31958 -0.65899 2.36445 0.0 0.7 -0.4 0.13
H -1.26389 -0.39453 0.07722 -0.2 -0.3 0.1 0.05
H -1.69472 1.12143 0.49688 -0.5 0.2 0.2 0.09
H 0.06082 -0.44173 3.27344 0.0 -0.2 0.0 0.09
H 0.29419 -0.44926 1.57982 0.0 -0.1 0.2 0.09
H -2.98070 -0.17893 0.51753 -0.2 0.3 0.2 0.08
C 2.03022 -0.38611 -2.28525 -0.7 0.6 0.0 -0.06
C 1.31707 0.90437 -1.73630 0.2 -0.9 -0.3 -0.78
O 1.73046 2.00295 -2.12610 0.0 0.3 0.1 -0.08
O 0.34758 0.62880 -0.97860 0.1 0.3 0.2 -0.12
H 1.29623 -0.83875 -2.95783 0.1 -0.2 0.0 0.05
H 2.16803 -1.05003 -1.43440 0.3 -0.2 -0.1 0.04
H 2.93551 -0.18560 -2.85765 0.1 0.0 0.2 0.05
```
Forces are in eV/Å.

Total charge: -1
HOMO level, eV: -4.4
Energy above the lowest of the compared OMol25 structures with the same formula, charge and spin, eV: 0.556

---

3.
This record from OMol25 describes a 2-piece molecular cluster, C4H8NO3 overall at a distorted geometry. The level of theory is ωB97M-V/def2-TZVPD.

XYZ file:
```
16
Properties=species:S:1:pos:R:3:forces:R:3:lowdin_spin:R:1
C -2.37964 1.30852 0.14100 1.0 0.7 0.8 0.00
C -2.00519 0.82517 -1.22301 0.7 0.3 -0.8 0.00
O -2.74332 0.96397 -2.17156 -0.4 -0.2 -0.2 0.00
N -0.73768 0.32006 -1.36296 -0.2 0.0 0.7 0.00
H -0.35862 0.08067 -2.26046 -0.2 0.1 -0.2 0.00
H -0.12052 0.31591 -0.57214 0.2 0.1 -0.1 0.00
H -3.37396 0.98306 0.41837 0.0 0.0 0.1 0.00
H -2.29702 2.40188 0.16047 -0.6 0.0 -0.5 0.00
H -1.61325 1.10233 0.89685 -0.3 -0.7 0.1 0.00
C 0.72671 -1.40625 1.12911 1.0 -0.7 0.3 0.05
C 2.12732 -0.79938 1.09356 -1.1 1.0 0.1 0.05
O 2.32658 0.34630 0.73372 0.3 -0.6 0.0 0.06
O 3.06809 -1.58565 1.49739 0.4 -0.3 0.1 0.82
H 0.07137 -0.56941 1.33438 -0.3 -0.1 -0.4 0.01
H 0.57885 -2.16205 1.90107 0.2 0.1 0.1 0.00
H 0.62627 -1.94023 0.18394 -0.5 0.4 -0.1 0.00
```
Forces are in eV/Å.

Total charge: 0
HOMO level (alpha / beta), eV: -9.9 / -9.9
Energy above the lowest of the compared OMol25 structures with the same formula, charge and spin, eV: 0.221
Multiplicity: 2

---

Q: total charge of number 1 (C4H8NO3)?
A: -1